*i*
# C5H9ClN2

2 unconnected molecules or ions with the total composition C5H9ClN2 (ωB97M-V/def2-TZVPD, the OMol25 dataset).

Element x y z (Å)
C: -1.907 -0.487 0.632
C: -0.461 0.740 -1.275
C: 1.366 -1.045 -1.103
C: 0.095 1.093 1.998
C: -0.604 -0.930 0.282
N: -3.002 -0.295 0.973
N: 0.203 -0.409 -0.704
Cl: 1.770 0.729 2.186
H: -0.366 0.802 -2.290
H: -1.530 0.773 -1.157
H: -0.096 1.584 -0.755
H: 2.219 -0.352 -1.188
H: 1.687 -1.869 -0.453
H: 1.301 -1.309 -2.213
H: -0.426 0.838 2.887
H: -0.067 1.862 1.358
H: -0.182 -1.724 0.822

As for the frontier orbital gap (alpha / beta): 8.40 / 7.12 eV. The calculation puts the LUMO energy (alpha / beta) at 0.0043 / 0.0031 hartree. As for the HOMO energy (alpha / beta): -8.3 / -7.0 eV.

*ii*
# C5H9ClN2

C5H9ClN2 in the gas phase (ωB97M-V/def2-TZVPD, the OMol25 dataset).

Element x y z (Å)
C: 0.267 1.574 -1.756
N: -0.856 1.599 -1.134
N: -1.255 0.570 -0.365
C: -0.219 -0.194 0.357
C: 0.662 0.523 1.324
C: -0.748 -1.567 0.697
C: 0.226 -1.454 -0.430
Cl: 1.850 -2.177 -0.352
H: 0.518 2.514 -2.334
H: 1.119 0.898 -1.579
H: -1.911 1.002 0.239
H: 1.532 0.865 0.766
H: 0.134 1.255 1.856
H: 1.082 -0.174 2.042
H: -0.416 -2.005 1.625
H: -1.804 -1.752 0.469
H: -0.182 -1.477 -1.425

As for the frontier orbital gap: 10.06 eV. The calculation puts the LUMO energy at 0.0328 hartree. As for the HOMO energy: -9.2 eV. Its structure (SMILES) is C=NN[C@@]1(C)C[C@@H]1Cl.

According to the calculations, the structures order from most to least stable as *ii*, *i*.

*i*
# CH5NO2Si

CH5NO2Si in the gas phase (ωB97M-V/def2-TZVPD, the OMol25 dataset).

Element x y z (Å)
O: 0.073 1.617 -2.953
N: -0.576 1.079 -2.090
O: -1.551 0.378 -2.142
C: -0.159 1.062 -0.433
Si: -0.006 -0.790 0.121
H: 0.657 1.756 -0.095
H: -1.191 1.504 -0.218
H: -0.736 -1.617 -0.710
H: 1.400 -1.060 0.211
H: -0.408 -0.823 1.624

As for the frontier orbital gap: 11.23 eV. The calculation puts the LUMO energy at 0.0166 hartree. As for the HOMO energy: -10.8 eV. Its structure (SMILES) is O=[N+]([O-])C[SiH3].

*ii*
# CH5NO2Si

A molecular structure, CH5NO2Si (ωB97M-V/def2-TZVPD, the OMol25 dataset).

Element x y z (Å)
C: -1.404 -0.457 0.335
N: 2.027 -0.021 -0.151
O: 2.711 0.693 0.519
O: 2.331 -1.069 -0.661
Si: -0.191 0.688 -0.380
H: -1.048 -1.518 0.129
H: -1.140 -0.326 1.353
H: -2.481 -0.220 0.217
H: -0.213 1.848 0.485
H: -0.592 0.380 -1.847

As for the frontier orbital gap: 9.60 eV. The calculation puts the LUMO energy at -0.0001 hartree. As for the HOMO energy: -9.6 eV.

According to the calculations, the structures order from most to least stable as *ii*, *i*.

*i*
# C8H9NO

C8H9NO in the gas phase (ωB97M-V/def2-TZVPD, the OMol25 dataset).

Element x y z (Å)
C: 2.313 0.047 -1.686
C: 1.288 -0.571 -2.380
C: 2.089 0.591 -0.417
C: -0.006 -0.622 -1.875
C: 0.825 0.518 0.077
C: -0.240 -0.039 -0.640
C: -1.206 0.493 1.400
C: -1.225 -0.568 2.448
N: -1.447 0.138 0.029
O: -1.656 1.704 1.797
H: 3.305 0.101 -2.117
H: 1.495 -1.026 -3.339
H: 2.905 1.043 0.130
H: -0.802 -1.110 -2.426
H: -2.243 -0.963 2.548
H: -0.921 -0.154 3.404
H: -0.564 -1.389 2.182
H: -2.221 -0.490 -0.171
H: -1.690 2.300 1.037

As for the frontier orbital gap (alpha / beta): 8.53 / 7.75 eV. The calculation puts the LUMO energy (alpha / beta) at 0.0207 / 0.0049 hartree. As for the HOMO energy (alpha / beta): -8.0 / -7.6 eV.

*ii*
# C8H9NO

C8H9NO in the gas phase (ωB97M-V/def2-TZVPD, the OMol25 dataset).

Element x y z (Å)
C: 2.873 -1.284 0.687
C: 1.749 -1.177 0.222
C: 0.541 -0.746 -0.433
N: -0.418 -1.558 -0.418
C: -1.714 -1.391 -0.739
C: -2.387 -0.447 -0.094
C: -1.767 0.615 0.630
C: -0.717 0.596 1.412
O: 0.383 0.427 -1.063
C: 1.399 1.432 -1.035
H: 3.684 -1.440 1.323
H: -2.107 -1.985 -1.470
H: -3.509 -0.318 -0.246
H: -2.256 1.504 0.389
H: -0.582 1.361 2.141
H: -0.251 -0.364 1.732
H: 2.498 0.983 -1.203
H: 1.398 1.659 0.044
H: 1.182 2.133 -1.879

As for the frontier orbital gap: 8.36 eV. The calculation puts the LUMO energy at 0.0151 hartree. As for the HOMO energy: -8.0 eV. Its structure (SMILES) is C#C/C(=N/C=C\C=C)OC.

According to the calculations, the structures order from most to least stable as *i*, *ii*.

*i*
# C7H7ClN2P2

2 unconnected molecules or ions with the total composition C7H7ClN2P2 (ωB97M-V/def2-TZVPD, the OMol25 dataset).

Element x y z (Å)
C: -4.050 0.126 -1.119
C: -2.245 0.781 0.539
C: -1.018 0.378 1.070
C: -2.190 -1.319 -0.732
C: -2.855 -0.121 -0.390
C: -0.336 -0.899 0.757
C: 3.580 -0.084 -0.172
N: -5.055 0.245 -1.675
N: -0.999 -1.628 -0.196
P: 3.907 1.745 -0.553
P: 2.313 -0.661 0.749
Cl: 4.445 -1.101 -1.186
H: -2.710 1.738 0.732
H: -0.357 1.000 1.855
H: -2.785 -2.012 -1.249
H: 3.511 2.121 0.714
H: 5.220 1.699 -0.130
H: -0.682 -2.477 -0.606
H: 2.306 0.468 1.592

As for the frontier orbital gap: 7.22 eV. The calculation puts the LUMO energy at -0.0243 hartree. As for the HOMO energy: -7.9 eV.

*ii*
# C7H7ClN2P2

C7H7ClN2P2 in the gas phase (ωB97M-V/def2-TZVPD, the OMol25 dataset).

Element x y z (Å)
N: 5.439 -1.123 -0.798
C: 4.339 -1.132 -0.499
C: 2.999 -1.029 -0.054
C: 2.688 0.098 0.851
C: 1.383 0.261 1.153
C: 0.402 -0.609 0.747
P: -1.171 -0.015 0.187
C: -2.433 -1.282 0.088
P: -4.028 -0.362 -0.237
Cl: -2.190 -2.498 -1.066
N: 0.806 -1.781 0.130
C: 1.998 -1.876 -0.444
H: 3.419 0.659 1.277
H: 1.160 1.094 1.703
H: -1.619 0.614 1.321
H: -3.820 0.314 1.041
H: -3.721 0.788 -0.900
H: -0.139 -2.309 -0.115
H: 2.177 -2.645 -1.184

As for the frontier orbital gap (alpha / beta): 5.11 / 7.03 eV. The calculation puts the LUMO energy (alpha / beta) at -0.0570 / -0.0289 hartree. As for the HOMO energy (alpha / beta): -6.7 / -7.8 eV. Its structure (SMILES) is N#Cc1ccc(=[PH]=C(P)Cl)[nH]c1.

According to the calculations, the structures order from most to least stable as *ii*, *i*.

*i*
# C3H6N4O2

C3H6N4O2 in the gas phase (ωB97M-V/def2-TZVPD, the OMol25 dataset).

Element x y z (Å)
N: 2.943 0.062 -1.700
N: 2.384 1.303 -1.597
C: 1.196 1.575 -1.039
N: 0.553 0.562 -0.388
C: -0.667 0.963 0.189
N: -1.480 0.346 0.900
O: -0.839 -0.895 1.370
C: -1.757 -1.950 1.345
O: -2.942 -1.881 1.372
H: 2.846 -0.455 -0.868
H: 2.477 -0.443 -2.461
H: 2.773 1.964 -2.242
H: 0.959 2.621 -1.054
H: -1.052 1.999 0.013
H: -1.196 -2.909 1.208

As for the frontier orbital gap: 9.57 eV. The calculation puts the LUMO energy at 0.0173 hartree. As for the HOMO energy: -9.1 eV. Its structure (SMILES) is NN/C=N/C=N\OC=O.

*ii*
# C3H6N4O2

C3H6N4O2 in the gas phase (ωB97M-V/def2-TZVPD, the OMol25 dataset).

Element x y z (Å)
C: -0.744 1.035 0.341
C: 1.066 0.736 1.814
C: 1.662 0.869 -0.503
N: -1.163 -0.153 -0.104
N: 0.785 1.033 0.620
N: -0.370 -1.132 -0.462
N: -1.074 -2.387 -0.794
O: -1.379 2.001 0.692
O: 0.867 0.764 2.992
H: 1.271 -0.026 -1.077
H: 1.797 1.894 -1.059
H: 2.736 0.792 -0.222
H: -2.150 -0.296 -0.284
H: -1.385 -2.509 -1.783
H: -1.920 -2.621 -0.171

As for the frontier orbital gap (alpha / beta): 5.58 / 9.34 eV. The calculation puts the LUMO energy (alpha / beta) at -0.0342 / 0.0115 hartree. As for the HOMO energy (alpha / beta): -6.5 / -9.0 eV.

According to the calculations, the structures order from most to least stable as *i*, *ii*.

*i*
# C5H12N3

2 unconnected molecules or ions with the total composition C5H12N3 (ωB97M-V/def2-TZVPD, the OMol25 dataset).

Element x y z (Å)
C: 0.797 1.485 -0.458
C: 0.840 2.195 -1.575
C: 2.462 -0.049 -0.882
N: 1.812 0.601 -0.013
H: 0.001 1.632 0.271
H: 1.707 2.215 -2.218
H: 0.053 2.892 -1.822
H: 3.301 -0.660 -0.567
H: 2.231 0.003 -1.953
C: -1.966 -0.576 0.497
C: -0.724 -1.115 0.864
N: -0.699 -2.253 1.804
N: -2.152 0.263 -0.481
H: -2.860 -0.866 1.045
H: 0.259 -0.905 0.435
H: -0.054 -2.063 2.591
H: -1.611 -2.460 2.238
H: -0.368 -3.119 1.346
H: -1.326 0.767 -0.859
H: -3.004 0.825 -0.397

As for the frontier orbital gap (alpha / beta): 7.75 / 3.92 eV. The calculation puts the LUMO energy (alpha / beta) at -0.3188 / -0.4579 hartree. The charge is +2. As for the HOMO energy (alpha / beta): -16.4 / -16.4 eV. The multiplicity is 2.

*ii*
# C5H12N3

2 unconnected molecules or ions with the total composition C5H12N3 (ωB97M-V/def2-TZVPD, the OMol25 dataset).

Element x y z (Å)
C: 0.129 -1.100 -2.393
C: 0.659 -0.568 -3.557
C: 1.434 -2.700 -1.401
N: 0.890 -1.538 -1.323
H: -0.925 -1.058 -2.126
H: 1.695 -0.344 -3.769
H: -0.067 -0.118 -4.235
H: 2.020 -3.101 -0.579
H: 1.465 -3.268 -2.328
C: -1.929 1.819 2.886
N: -0.658 1.770 2.159
C: -0.235 0.668 1.609
N: 0.920 0.488 0.979
H: -2.568 2.588 2.447
H: -1.791 2.056 3.944
H: -2.447 0.867 2.792
H: -0.042 2.572 2.247
H: -0.930 -0.165 1.599
H: 1.464 1.331 0.833
H: 0.917 -0.199 0.217

As for the frontier orbital gap (alpha / beta): 9.95 / 6.01 eV. The calculation puts the LUMO energy (alpha / beta) at -0.2995 / -0.4442 hartree. The charge is +2. As for the HOMO energy (alpha / beta): -18.1 / -18.1 eV. The multiplicity is 2.

According to the calculations, the structures order from most to least stable as *ii*, *i*.

*i*
# C22H23BrCsN7O2S2

A molecular structure, C22H23BrCsN7O2S2 (ωB97M-V/def2-TZVPD, the OMol25 dataset).

Element x y z (Å)
Cs: -0.868 -0.041 -1.846
C: 1.989 6.022 -2.280
C: 2.659 4.715 -2.106
N: 3.937 4.518 -2.001
N: 4.058 3.168 -1.886
C: 2.881 2.515 -1.916
S: 2.594 0.869 -1.830
N: 1.983 3.526 -2.038
N: 0.604 3.343 -2.264
H: 2.736 6.810 -2.238
H: 1.249 6.202 -1.499
H: 1.481 6.056 -3.245
H: 4.957 2.729 -1.797
H: 0.365 2.495 -1.745
H: 0.117 4.069 -1.738
Br: -0.579 -4.629 1.273
C: -1.534 -3.221 2.119
C: -2.667 -2.705 1.506
C: -3.360 -1.676 2.118
C: -2.911 -1.188 3.342
C: -1.814 -1.748 3.972
C: -1.096 -2.762 3.348
N: -3.659 -0.208 4.123
N: -4.039 0.857 3.633
C: -3.482 1.312 2.386
C: -4.334 1.754 1.407
C: -3.866 2.048 0.125
C: -2.504 1.960 -0.206
O: -2.047 2.141 -1.378
C: -1.593 1.613 0.883
N: -0.260 1.629 0.600
C: 0.598 1.406 1.556
C: 0.209 1.191 2.899
C: -1.119 1.143 3.202
C: -2.085 1.322 2.176
H: -3.004 -3.107 0.561
H: -4.238 -1.261 1.644
H: -1.517 -1.384 4.946
H: -0.225 -3.195 3.817
H: -5.395 1.819 1.617
H: -4.557 2.362 -0.647
H: 1.647 1.424 1.274
H: 0.966 1.074 3.663
H: -1.455 0.999 4.222
O: 0.135 -2.309 -2.441
S: 1.118 -2.808 -1.416
C: 1.071 -4.620 -1.401
C: 2.026 -5.095 -2.486
C: 3.251 -4.207 -2.341
C: 2.730 -2.775 -2.272
H: 0.026 -4.892 -1.540
H: 1.382 -4.934 -0.403
H: 1.570 -4.952 -3.468
H: 2.262 -6.154 -2.377
H: 3.962 -4.320 -3.160
H: 3.777 -4.457 -1.416
H: 2.474 -2.374 -3.255
H: 3.393 -2.071 -1.775

As for the frontier orbital gap: 6.74 eV. The calculation puts the LUMO energy at 0.0043 hartree. As for the HOMO energy: -6.6 eV.

*ii*
# C22H23BrCsN7O2S2

A molecular structure, C22H23BrCsN7O2S2 (ωB97M-V/def2-TZVPD, the OMol25 dataset).

Element x y z (Å)
Cs: -0.605 -0.663 -2.599
C: -7.056 -1.359 -2.537
C: -6.166 -1.847 -3.616
N: -6.541 -2.456 -4.689
N: -5.375 -2.700 -5.363
C: -4.265 -2.262 -4.741
S: -2.689 -2.375 -5.245
N: -4.793 -1.692 -3.602
N: -4.025 -1.077 -2.630
H: -8.080 -1.624 -2.786
H: -6.990 -0.275 -2.432
H: -6.796 -1.809 -1.578
H: -5.385 -3.176 -6.247
H: -4.318 -0.116 -2.501
H: -4.084 -1.581 -1.753
Br: 5.564 4.717 4.670
C: 3.891 3.863 4.938
C: 2.811 4.215 4.140
C: 1.596 3.584 4.329
C: 1.457 2.606 5.311
C: 2.535 2.295 6.129
C: 3.763 2.910 5.933
N: 0.176 2.044 5.609
N: -0.497 1.411 4.772
C: -0.051 0.996 3.504
C: 1.244 0.629 3.155
C: 1.552 0.106 1.915
C: 0.590 -0.089 0.895
O: 0.891 -0.552 -0.241
C: -0.789 0.274 1.256
N: -1.755 0.106 0.314
C: -2.994 0.400 0.622
C: -3.395 0.874 1.881
C: -2.441 1.065 2.837
C: -1.087 0.774 2.547
H: 2.924 4.974 3.379
H: 0.747 3.840 3.708
H: 2.407 1.563 6.916
H: 4.609 2.658 6.558
H: 2.041 0.717 3.880
H: 2.569 -0.190 1.690
H: -3.741 0.263 -0.158
H: -4.439 1.085 2.077
H: -2.692 1.433 3.821
O: 1.870 -1.315 -4.207
S: 2.640 -2.150 -3.219
C: 4.154 -2.732 -4.051
C: 5.261 -1.731 -3.741
C: 5.049 -1.342 -2.279
C: 3.571 -0.996 -2.159
H: 3.893 -2.832 -5.103
H: 4.379 -3.719 -3.642
H: 5.154 -0.851 -4.379
H: 6.247 -2.158 -3.923
H: 5.672 -0.501 -1.973
H: 5.297 -2.184 -1.628
H: 3.352 -0.024 -2.608
H: 3.144 -1.021 -1.157

As for the frontier orbital gap: 6.21 eV. The calculation puts the LUMO energy at -0.0108 hartree. As for the HOMO energy: -6.5 eV.

According to the calculations, the structures order from most to least stable as *ii*, *i*.

*i*
# C17H20N2O4S

C17H20N2O4S in the gas phase (ωB97M-V/def2-TZVPD, the OMol25 dataset).

Element x y z (Å)
C: -0.315 -3.734 -0.081
C: -0.990 -3.064 1.112
O: -0.946 -1.649 1.051
C: -1.894 -0.971 0.350
C: -2.865 -1.540 -0.467
C: -3.787 -0.721 -1.099
C: -3.749 0.650 -0.950
C: -2.767 1.229 -0.146
N: -2.763 2.620 0.009
C: -1.725 3.470 0.260
O: -1.924 4.633 0.534
C: -0.356 2.886 0.116
C: 0.020 2.296 -1.087
C: 1.282 1.745 -1.216
C: 2.146 1.772 -0.138
S: 3.698 0.876 -0.243
O: 4.518 1.246 0.870
O: 4.225 0.991 -1.569
N: 3.256 -0.722 -0.025
C: 2.605 -1.347 -1.146
C: 2.699 -1.025 1.270
C: 1.799 2.388 1.049
C: 0.549 2.971 1.169
C: -1.861 0.413 0.515
H: -0.382 -4.813 0.024
H: -0.788 -3.441 -1.015
H: 0.732 -3.449 -0.122
H: -2.025 -3.407 1.219
H: -0.447 -3.314 2.028
H: -2.926 -2.606 -0.612
H: -4.546 -1.168 -1.723
H: -4.471 1.276 -1.450
H: -3.666 3.075 -0.052
H: -0.673 2.268 -1.914
H: 1.611 1.302 -2.143
H: 3.059 -0.946 -2.048
H: 2.779 -2.423 -1.109
H: 1.523 -1.156 -1.155
H: 3.223 -0.412 1.998
H: 2.873 -2.077 1.499
H: 1.621 -0.824 1.317
H: 2.517 2.409 1.853
H: 0.256 3.470 2.081
H: -1.125 0.822 1.186

As for the frontier orbital gap: 9.11 eV. The calculation puts the LUMO energy at 0.0090 hartree. As for the HOMO energy: -8.9 eV. Its structure (SMILES) is CCOc1cccc(NC(=O)c2ccc(S(=O)(=O)N(C)C)cc2)c1.

*ii*
# C17H20N2O4S

C17H20N2O4S in the gas phase (ωB97M-V/def2-TZVPD, the OMol25 dataset).

Element x y z (Å)
C: -1.505 2.071 -4.456
C: -0.371 2.552 -5.356
C: 0.781 1.555 -5.505
C: 1.779 1.548 -4.343
N: 1.212 1.046 -3.113
C: 1.221 -0.252 -2.798
O: 1.781 -1.116 -3.466
C: 0.504 -0.578 -1.546
O: -0.073 0.437 -0.873
N: -0.676 -0.044 0.234
C: -0.492 -1.337 0.271
C: -0.976 -2.168 1.390
S: 0.311 -2.271 2.701
C: -0.183 -1.010 3.853
C: -0.837 0.151 3.470
C: -1.179 1.076 4.442
C: -0.864 0.859 5.770
C: -0.190 -0.295 6.156
C: 0.136 -0.547 7.596
C: 0.144 -1.226 5.186
C: 0.270 -1.760 -0.872
C: 0.604 -3.181 -1.198
O: 0.160 -4.081 -0.533
O: 1.378 -3.401 -2.240
H: -2.349 2.753 -4.527
H: -1.841 1.083 -4.765
H: -1.209 2.020 -3.411
H: 0.016 3.505 -4.987
H: -0.786 2.733 -6.350
H: 1.346 1.802 -6.405
H: 0.382 0.547 -5.631
H: 2.615 0.893 -4.600
H: 2.154 2.557 -4.159
H: 0.710 1.686 -2.516
H: -1.877 -1.758 1.838
H: -1.118 -3.196 1.059
H: -1.067 0.342 2.434
H: -1.693 1.981 4.150
H: -1.137 1.592 6.516
H: 1.002 -1.197 7.690
H: 0.334 0.387 8.117
H: -0.707 -1.033 8.088
H: 0.660 -2.135 5.458
H: 1.628 -2.589 -2.765

As for the frontier orbital gap: 7.76 eV. The calculation puts the LUMO energy at -0.0158 hartree. As for the HOMO energy: -8.2 eV. Its structure (SMILES) is CCCCNC(=O)c1onc(CSc2cccc(C)c2)c1C(=O)O.

According to the calculations, the structures order from most to least stable as *ii*, *i*.